[1]
Computed, not measured: one molecule with the formula C26H28N4O4, with ωB97M-V/def2-TZVPD.

## Properties
* total energy: -41568.1895 eV
* SMILES: O=C(NCC(=O)N(Cc1ccccc1)[C@H](C(=O)NC1CCCC1)c1ccncc1)c1ccco1
* HOMO: -8.9 eV
* F_max: 1.29 eV/Å
* 2S+1: 1
* energy above the lowest of the compared OMol25 structures with the same formula, charge and spin: 1.761 eV
* HOMO-LUMO gap: 9.316 eV

Geometry as XYZ:
```
62
Properties=species:S:1:pos:R:3:forces:R:3
O 0.15199 2.14880 0.28021 0.2 0.1 0.0
C -0.70559 2.79634 0.86580 -0.6 0.2 0.1
N -2.01463 2.46939 0.84384 -0.2 0.0 0.1
C -2.46982 1.25111 0.20612 0.3 -0.1 -0.1
C -1.69192 0.06083 0.78997 -0.2 0.2 0.1
O -1.83178 -0.20308 1.97167 -0.1 0.1 0.2
N -0.86982 -0.63775 -0.01713 0.3 -0.3 0.0
C -0.61153 -0.36902 -1.41476 -0.1 0.2 -0.3
C -1.58541 -1.03397 -2.36071 -0.1 0.0 -0.1
C -1.18657 -1.28976 -3.66710 -0.1 0.1 0.1
C -2.03986 -1.91918 -4.55379 0.1 0.0 -0.1
C -3.30455 -2.30617 -4.14426 -0.1 0.0 0.0
C -3.71186 -2.04878 -2.84792 -0.1 0.0 0.0
C -2.85969 -1.41187 -1.96275 0.1 0.1 -0.1
C -0.19948 -1.81192 0.53335 0.0 -0.3 0.2
C 1.33239 -1.65646 0.56300 -0.4 0.2 0.0
O 2.07524 -2.61560 0.49829 0.2 -0.3 0.1
N 1.75324 -0.39091 0.70124 0.0 0.3 -0.1
C 3.15361 -0.06192 0.85796 0.1 -0.3 0.1
C 3.57912 -0.06368 2.34183 0.2 0.0 -0.1
C 4.51250 1.13428 2.47894 -0.1 0.0 0.1
C 3.86171 2.16762 1.56553 0.2 0.0 -0.1
C 3.45757 1.35352 0.33444 0.0 0.1 0.0
C -0.67344 -3.04192 -0.20452 0.1 -0.3 0.1
C -0.02824 -3.54503 -1.32627 -0.1 -0.1 0.2
C -0.60132 -4.61585 -1.99513 0.2 0.2 -0.1
N -1.73589 -5.18558 -1.63172 -0.2 -0.4 -0.2
C -2.34119 -4.71699 -0.55400 -0.1 0.1 0.3
C -1.85584 -3.65731 0.19298 0.2 0.0 -0.1
C -0.39327 4.01840 1.61260 1.2 0.3 0.0
C 0.79183 4.70002 1.72880 -0.7 -0.6 -0.2
C 0.52765 5.80841 2.56014 -0.5 0.1 0.2
C -0.79231 5.72338 2.88895 0.7 0.5 0.1
O -1.35960 4.65157 2.32263 -0.4 -0.3 -0.1
H -2.64250 2.96352 1.45709 0.1 0.0 0.0
H -2.37088 1.33815 -0.87652 -0.1 0.0 0.1
H -3.52149 1.10888 0.45772 0.1 0.0 0.0
H 0.39485 -0.73690 -1.63264 -0.1 0.1 0.0
H -0.58196 0.71225 -1.57958 0.1 -0.2 0.0
H -0.19563 -0.99943 -3.98580 0.1 0.0 0.0
H -1.71346 -2.11734 -5.56377 0.0 0.0 -0.1
H -3.96720 -2.81020 -4.83102 -0.1 -0.1 -0.1
H -4.69520 -2.34978 -2.51898 -0.1 0.0 0.0
H -3.18597 -1.23079 -0.94896 0.0 0.0 0.1
H -0.52029 -1.88133 1.58220 0.1 0.0 -0.3
H 1.09575 0.37622 0.76136 -0.1 -0.1 -0.1
H 3.71221 -0.82464 0.30722 -0.1 0.1 0.1
H 4.04342 -1.00470 2.62848 -0.1 -0.1 0.1
H 2.69348 0.08361 2.96282 0.0 0.0 0.0
H 4.60248 1.47712 3.50871 0.1 0.0 0.0
H 5.50724 0.88146 2.10887 0.1 0.0 0.0
H 4.52692 2.99402 1.31811 0.0 0.1 0.0
H 2.97189 2.56848 2.05320 -0.1 0.1 0.1
H 4.27961 1.31958 -0.38045 0.0 0.0 0.0
H 2.58624 1.77748 -0.16229 0.0 0.0 -0.1
H 0.90673 -3.13158 -1.66643 0.1 0.0 0.0
H -0.13060 -5.03432 -2.87502 0.1 0.0 -0.1
H -3.26187 -5.21633 -0.28091 -0.1 0.0 0.1
H -2.38923 -3.30687 1.06410 -0.1 0.0 0.1
H 1.71974 4.43607 1.26558 0.2 -0.1 -0.1
H 1.22149 6.56184 2.87035 0.1 0.2 0.1
H -1.41900 6.34462 3.49831 -0.2 0.0 0.1
```
Positions in Å, forces in eV/Å.

From a Mulliken analysis of the wavefunction, the atomic charges in e read: atom 1 (O): -0.69, atom 2 (C): 0.33, atom 3 (N): 0.00, atom 4 (C): -1.21, atom 5 (C): 0.89, atom 6 (O): -0.75, atom 7 (N): 1.27, atom 8 (C): -2.62, atom 9 (C): 1.01, atom 10 (C): -0.45, atom 11 (C): -0.77, atom 12 (C): -0.41, atom 13 (C): -0.91, atom 14 (C): 0.01, atom 15 (C): 0.45, atom 16 (C): -0.41, atom 17 (O): -0.70, atom 18 (N): 0.18, atom 19 (C): -0.11, atom 20 (C): -0.91, atom 21 (C): -0.81, atom 22 (C): -0.34, atom 23 (C): -0.86, atom 24 (C): 0.14, atom 25 (C): -0.19, atom 26 (C): -0.66, atom 27 (N): -0.61, atom 28 (C): -0.52, atom 29 (C): -0.31, atom 30 (C): 0.18, atom 31 (C): -0.37, atom 32 (C): -0.60, atom 33 (C): -0.48, atom 34 (O): -0.42, atom 35 (H): 0.35, atom 36 (H): 0.32, atom 37 (H): 0.47, atom 38 (H): 0.43, atom 39 (H): 1.13, atom 40 (H): 0.42, atom 41 (H): 0.39, atom 42 (H): 0.41, atom 43 (H): 0.40, atom 44 (H): 0.28, atom 45 (H): 0.78, atom 46 (H): -0.17, atom 47 (H): 0.65, atom 48 (H): 0.37, atom 49 (H): 0.32, atom 50 (H): 0.40, atom 51 (H): 0.32, atom 52 (H): 0.41, atom 53 (H): 0.07, atom 54 (H): 0.34, atom 55 (H): 0.19, atom 56 (H): 0.47, atom 57 (H): 0.37, atom 58 (H): 0.40, atom 59 (H): 0.47, atom 60 (H): 0.67, atom 61 (H): 0.46, atom 62 (H): 0.49



[2]
Computed, not measured: one molecule with the formula C3H6N2O, with ωB97M-V/def2-TZVPD.

## Properties
* total energy: -8235.2405 eV
* SMILES: N#C[C@H](O)CN
* HOMO: -10.7 eV
* F_max: 1.14 eV/Å
* 2S+1: 1
* energy above the lowest of the compared OMol25 structures with the same formula, charge and spin: 1.458 eV
* HOMO-LUMO gap: 11.285 eV

Geometry as XYZ:
```
12
Properties=species:S:1:pos:R:3:forces:R:3
N 0.08418 -3.12987 -0.41818 -0.2 1.1 0.4
C -0.17264 -2.05148 -0.08960 0.2 -1.0 -0.3
C -0.46194 -0.66040 0.31785 0.1 -0.2 0.1
O -1.66368 -0.23543 -0.26046 -0.1 0.1 -0.2
C 0.71446 0.24816 -0.08872 0.1 -0.2 0.0
N 0.18620 1.60717 -0.16846 0.2 0.0 0.1
H -0.55265 -0.65137 1.41489 0.0 0.0 -0.1
H -1.48445 0.67566 -0.56052 -0.1 -0.1 -0.1
H 1.09490 -0.06010 -1.06766 -0.2 0.2 0.0
H 1.53657 0.10265 0.62537 -0.2 0.1 0.0
H -0.19073 1.88884 0.73254 0.2 0.1 0.0
H 0.90977 2.26618 -0.43705 -0.2 -0.1 0.0
```
Positions in Å, forces in eV/Å.

From a Mulliken analysis of the wavefunction, the atomic charges in e read: atom 1 (N): -0.40, atom 2 (C): 0.03, atom 3 (C): 0.34, atom 4 (O): -0.55, atom 5 (C): -0.50, atom 6 (N): -0.66, atom 7 (H): 0.17, atom 8 (H): 0.43, atom 9 (H): 0.38, atom 10 (H): 0.33, atom 11 (H): 0.20, atom 12 (H): 0.23